{"formula": "C69H65BF2Ge3RuS9", "method": "ωB97M-V with the def2-TZVPD basis set", "species": ["Ru", "C", "C", "C", "C", "C", "C", "C", "C", "C", "C", "C", "C", "C", "C", "C", "Ge", "S", "S", "Ge", "S", "S", "C", "C", "C", "C", "C", "C", "C", "C", "C", "C", "C", "C", "C", "C", "C", "C", "C", "C", "C", "C", "C", "C", "C", "C", "C", "C", "C", "C", "C", "C", "C", "C", "C", "H", "H", "H", "H", "H", "H", "H", "H", "H", "H", "H", "H", "H", "H", "H", "H", "H", "H", "H", "H", "H", "H", "H", "H", "H", "H", "H", "H", "H", "H", "H", "H", "H", "H", "H", "H", "H", "H", "H", "H", "H", "H", "H", "H", "H", "H", "H", "H", "H", "H", "S", "C", "S", "C", "C", "S", "S", "S", "F", "B", "F", "C", "C", "C", "C", "C", "C", "Ge", "C", "C", "C", "C", "C", "C", "C", "C", "C", "C", "C", "C", "H", "H", "H", "H", "H", "H", "H", "H", "H", "H", "H", "H", "H", "H", "H"], "positions_angstrom": [[0.246, 0.541, 0.834], [-1.654, -9.088, 1.252], [-0.752, -8.054, 1.876], [0.621, -8.246, 1.916], [1.474, -7.282, 2.438], [2.964, -7.479, 2.376], [0.933, -6.096, 2.941], [-0.452, -5.891, 2.937], [-1.058, -4.636, 3.504], [-1.271, -6.876, 2.395], [1.850, -5.094, 3.562], [2.212, -5.342, 4.888], [3.045, -4.480, 5.581], [3.531, -3.351, 4.943], [3.194, -3.091, 3.619], [2.349, -3.953, 2.914], [1.895, -3.383, 1.061], [0.335, -1.876, 1.133], [3.689, -3.000, -0.280], [2.259, -3.837, -1.829], [1.896, 0.646, -0.867], [1.219, -5.127, -0.263], [3.240, -4.787, -3.314], [3.564, -3.926, -4.381], [3.921, -4.440, -5.623], [3.957, -5.809, -5.831], [3.665, -6.661, -4.781], [3.300, -6.169, -3.525], [3.082, -7.222, -2.485], [1.909, -7.977, -2.471], [0.699, -7.558, -3.267], [1.843, -9.111, -1.667], [2.910, -9.503, -0.874], [2.864, -10.789, -0.089], [4.035, -8.687, -0.835], [4.136, -7.548, -1.621], [5.362, -6.676, -1.548], [3.599, -2.439, -4.219], [2.574, -1.641, -4.739], [1.324, -2.238, -5.337], [2.697, -0.256, -4.682], [3.793, 0.355, -4.093], [3.872, 1.852, -3.977], [4.796, -0.456, -3.570], [4.728, -1.840, -3.637], [5.856, -2.671, -3.080], [3.789, -1.896, 2.945], [5.058, -1.978, 2.366], [5.916, -3.219, 2.451], [5.561, -0.869, 1.687], [4.843, 0.310, 1.592], [5.335, 1.470, 0.766], [3.624, 0.399, 2.258], [3.080, -0.683, 2.929], [1.750, -0.553, 3.621], [-1.212, -10.083, 1.315], [-1.820, -8.862, 0.195], [-2.629, -9.110, 1.742], [1.046, -9.158, 1.508], [3.209, -8.526, 2.209], [3.460, -7.143, 3.287], [3.374, -6.897, 1.544], [-0.571, -4.347, 4.438], [-2.123, -4.772, 3.691], [-0.945, -3.798, 2.813], [-2.344, -6.711, 2.376], [1.810, -6.224, 5.375], [3.316, -4.688, 6.610], [4.196, -2.665, 5.455], [4.167, -3.752, -6.424], [4.218, -6.210, -6.804], [3.712, -7.735, -4.923], [0.975, -7.060, -4.195], [0.109, -6.850, -2.677], [0.066, -8.415, -3.499], [0.936, -9.708, -1.675], [1.849, -11.185, -0.039], [3.228, -10.651, 0.931], [3.495, -11.548, -0.559], [4.863, -8.953, -0.184], [6.113, -7.120, -0.894], [5.100, -5.690, -1.153], [5.801, -6.521, -2.536], [1.199, -3.283, -5.053], [1.347, -2.187, -6.429], [0.451, -1.684, -4.993], [1.899, 0.360, -5.082], [3.237, 2.341, -4.716], [4.898, 2.205, -4.099], [3.517, 2.163, -2.991], [5.655, 0.007, -3.094], [6.761, -2.070, -2.983], [6.072, -3.534, -3.712], [5.601, -3.048, -2.086], [5.476, -3.984, 3.088], [6.900, -2.963, 2.853], [6.060, -3.653, 1.461], [6.533, -0.947, 1.207], [6.340, 1.286, 0.384], [5.343, 2.396, 1.345], [4.669, 1.622, -0.085], [3.076, 1.338, 2.237], [1.444, 0.492, 3.666], [1.788, -0.955, 4.635], [0.974, -1.103, 3.077], [-1.454, 4.151, 7.026], [-1.044, 3.355, 5.630], [-1.870, 1.963, 5.043], [-0.916, 1.692, 3.603], [0.084, 2.572, 3.384], [1.133, 2.551, 2.015], [0.258, 3.814, 4.605], [-1.323, 0.380, 2.547], [0.026, 0.550, -2.923], [0.726, -0.113, -1.975], [0.478, -1.438, -2.062], [0.637, 4.837, -3.782], [-0.519, 4.125, -4.074], [-1.087, 3.290, -3.118], [-0.517, 3.146, -1.855], [0.650, 3.861, -1.582], [1.221, 4.702, -2.529], [-1.337, 2.027, -0.416], [-2.969, 1.324, -1.330], [-4.104, 2.125, -1.468], [-5.189, 1.713, -2.234], [-5.159, 0.484, -2.880], [-4.046, -0.334, -2.739], [-2.969, 0.082, -1.966], [-2.171, 3.526, 0.648], [-2.998, 3.275, 1.746], [-3.587, 4.303, 2.472], [-3.389, 5.624, 2.095], [-2.613, 5.898, 0.979], [-2.012, 4.863, 0.271], [1.079, 5.488, -4.528], [-0.977, 4.213, -5.053], [-1.986, 2.736, -3.366], [1.120, 3.759, -0.610], [2.124, 5.252, -2.286], [-4.140, 3.091, -0.976], [-6.057, 2.355, -2.331], [-5.998, 0.165, -3.487], [-4.017, -1.296, -3.237], [-2.114, -0.577, -1.860], [-3.200, 2.253, 2.032], [-4.198, 4.073, 3.337], [-3.841, 6.430, 2.662], [-2.472, 6.923, 0.654], [-1.407, 5.108, -0.592]], "forces_ev_per_a": [[0.1907, 0.3329, 0.1607], [0.0341, 0.0517, -0.0176], [-0.0078, -0.0337, -0.0020], [-0.0020, 0.0003, -0.0045], [0.0068, 0.0588, -0.1206], [-0.0241, 0.0341, -0.0227], [-0.0164, 0.0474, -0.1100], [0.0669, 0.0115, 0.0246], [0.0181, 0.0112, -0.0364], [0.0091, -0.0076, -0.0062], [-0.0110, 0.1452, 0.1844], [-0.0543, 0.0858, 0.0012], [-0.0056, 0.0362, -0.0673], [0.0341, -0.0595, 0.0385], [0.2344, 0.1775, 0.0072], [-0.0504, -0.2448, -0.2466], [-0.0722, 0.1048, -0.0533], [-0.5460, -0.8258, -0.6196], [-0.3252, 0.1622, -0.2308], [0.5671, -0.4720, 0.6022], [0.0232, 0.1036, -0.0077], [-0.0355, 0.1066, -0.2287], [-0.4808, 0.1928, -0.1468], [0.1550, -0.0459, 0.0448], [0.0264, 0.0199, 0.0562], [0.0016, -0.0145, -0.0219], [0.0334, -0.0108, -0.0013], [0.0753, 0.0036, -0.0030], [-0.0791, 0.0406, 0.0475], [-0.0209, 0.0168, -0.0471], [0.0645, 0.0088, 0.0728], [-0.0032, -0.0131, -0.0038], [-0.0237, 0.0155, 0.0752], [0.0111, 0.0632, -0.0498], [-0.0014, -0.0252, -0.0052], [0.0137, -0.0034, -0.0129], [-0.0605, 0.0018, 0.0174], [-0.0213, 0.0058, -0.0336], [-0.0579, -0.0204, 0.0768], [0.0740, 0.0347, 0.0014], [-0.0408, -0.0259, 0.0544], [0.0118, 0.0338, -0.0063], [-0.0203, -0.0750, 0.0382], [0.0139, 0.0368, -0.0118], [-0.0076, -0.0160, 0.0310], [-0.0514, 0.0007, 0.0071], [0.0967, -0.0028, 0.0595], [0.0863, 0.0953, 0.1421], [-0.0797, 0.0610, -0.0169], [-0.0104, -0.0463, 0.0205], [0.0229, -0.0593, 0.0464], [-0.0243, -0.0713, 0.0736], [0.1952, 0.1313, -0.1045], [-0.1052, -0.0562, 0.0988], [0.2665, 0.0573, 0.4165], [-0.0080, -0.0040, -0.0031], [-0.0067, -0.0116, 0.0022], [-0.0047, -0.0076, -0.0051], [0.0015, -0.0199, -0.0023], [0.0184, -0.0679, -0.0436], [-0.0020, -0.0090, 0.0023], [0.0044, -0.0027, 0.0116], [-0.0147, 0.0048, -0.0124], [0.0062, -0.0174, 0.0044], [0.0489, 0.0451, -0.0060], [-0.0038, -0.0080, 0.0136], [0.0206, -0.0224, -0.0105], [-0.0249, 0.0049, 0.0024], [-0.0344, -0.0017, 0.0060], [0.0001, -0.0002, 0.0013], [0.0119, -0.0050, 0.0097], [-0.0028, -0.0004, 0.0135], [-0.0176, -0.0110, -0.0187], [-0.0050, 0.0029, -0.0249], [-0.0077, 0.0019, 0.0051], [-0.0022, 0.0024, 0.0165], [-0.0103, 0.0064, 0.0148], [-0.0035, 0.0175, 0.0271], [-0.0053, -0.0128, 0.0149], [-0.0008, 0.0136, -0.0012], [0.0016, -0.0019, 0.0011], [0.0205, -0.0027, -0.0026], [0.0082, 0.0078, -0.0024], [-0.0159, 0.0060, -0.0003], [0.0064, -0.0237, -0.0007], [-0.0202, 0.0089, 0.0099], [-0.0342, 0.0045, 0.0408], [0.0083, 0.0076, -0.0014], [-0.0090, 0.0090, 0.0014], [-0.0268, 0.0199, 0.0341], [0.0049, -0.0163, -0.0057], [-0.0094, 0.0066, -0.0060], [0.0149, 0.0113, -0.0112], [0.0292, -0.0206, -0.0364], [-0.0034, -0.0111, -0.0006], [0.0013, -0.0310, -0.0081], [0.0039, -0.0242, -0.0574], [0.0082, -0.0121, -0.0320], [0.0428, 0.0069, 0.0029], [-0.0052, 0.0046, -0.0015], [-0.0185, 0.0088, -0.0289], [0.2423, -0.3318, 0.0530], [0.1019, -0.1560, 0.0989], [0.0788, -0.0001, 0.1311], [0.3195, 0.1217, 0.4619], [-0.0204, 0.0301, 0.0557], [0.0401, -0.0792, -0.1248], [0.0415, 0.0155, -0.0123], [-0.1042, -0.0059, 0.0492], [-0.0417, 0.2582, 0.0840], [-0.3315, -0.0365, -0.3246], [-0.0461, 0.0158, -0.0226], [-0.1787, 0.0339, -0.1893], [0.1782, 0.0278, 0.0309], [-0.0773, -0.3197, -0.4089], [0.0642, 0.1034, 0.0493], [-0.0191, -0.0308, -0.0061], [0.0150, -0.0117, -0.0077], [-0.0283, 0.0281, 0.0658], [0.1071, -0.0830, 0.0598], [0.0002, -0.0213, -0.0252], [-0.0206, -0.0015, 0.0036], [-0.7084, 0.7796, -0.1983], [0.1440, -0.1029, -0.0043], [0.0174, -0.0248, -0.0319], [-0.0014, -0.0339, -0.0031], [0.0257, 0.0259, 0.0228], [-0.0457, 0.0103, 0.0029], [0.0109, -0.0275, 0.0596], [0.0040, -0.0758, 0.0020], [-0.0422, 0.0225, -0.0655], [0.0053, -0.0128, -0.0055], [-0.0054, 0.0041, -0.0282], [-0.0055, -0.0095, 0.0068], [0.0789, -0.0470, 0.0455], [0.0104, 0.0052, 0.0056], [-0.0075, 0.0058, 0.0027], [0.0050, 0.0060, -0.0079], [0.0094, 0.0139, -0.0018], [0.0123, -0.0120, -0.0050], [0.0012, 0.0015, -0.0182], [0.0021, 0.0073, 0.0088], [-0.0042, 0.0000, 0.0064], [0.0207, -0.0095, 0.0322], [0.0122, 0.0042, -0.0141], [0.0385, -0.0880, 0.0767], [0.0041, -0.0273, -0.0070], [0.0016, -0.0026, 0.0014], [0.0330, -0.0024, 0.0122], [0.0041, 0.0164, 0.0107]], "mulliken_charge": [1.90, -1.61, 0.58, -0.79, 1.05, -1.36, 0.33, 1.56, -1.71, -1.25, -0.67, 0.42, -0.96, 0.15, -0.54, -0.47, -0.33, -1.18, 0.33, 0.19, 0.39, -0.05, 1.10, -0.24, -0.21, -1.24, -0.07, -0.67, 0.34, 0.88, -1.68, -0.81, 0.82, -1.58, -1.00, 1.07, -1.54, -0.06, 0.81, -1.95, -0.52, 0.91, -1.59, -0.67, 0.95, -1.40, 0.11, 0.86, -1.64, -0.25, 0.38, -1.69, 0.06, 0.53, -1.23, 0.38, 0.24, 0.44, 0.22, 0.38, 0.49, -0.03, 0.32, 0.51, 0.20, 0.38, 0.47, 0.36, 0.46, 0.51, 0.34, 0.47, 0.33, 0.23, 0.49, 0.23, 0.35, 0.33, 0.40, 0.24, 0.45, 0.18, 0.36, 0.28, 0.39, 0.26, 0.27, 0.42, 0.45, 0.14, 0.36, 0.55, 0.31, 0.01, 0.29, 0.47, 0.14, 0.27, 0.39, 0.39, 0.04, 0.50, 0.06, 0.48, -0.06, -0.34, 0.07, -0.13, 0.52, 0.00, -0.69, -0.13, -0.51, 0.23, -0.75, -0.16, -0.53, -0.75, -0.12, 0.26, 0.02, -0.70, 0.67, -0.56, -0.16, -0.79, -0.37, -0.87, -0.24, 0.06, -0.41, -0.65, -0.60, -0.71, 0.06, 0.31, 0.34, 0.29, 0.18, 0.41, 0.32, 0.38, 0.34, 0.41, 0.47, 0.59, 0.41, 0.32, 0.37, 0.25], "lumo_ev": [3.488, 2.945], "spin_multiplicity": 5, "homo_energy_ev": [-1.7, -2.6], "charge": -2}

---

{"formula": "C4H8N", "method": "ωB97M-V with the def2-TZVPD basis set", "species": ["C", "C", "C", "C", "N", "H", "H", "H", "H", "H", "H", "H", "H"], "positions_angstrom": [[1.316, 0.063, 0.554], [0.219, 0.040, -0.314], [0.463, 0.321, -1.780], [-1.452, -0.346, 1.371], [-0.973, -0.394, -0.008], [1.304, -0.290, 1.575], [1.404, 0.818, -2.022], [2.266, 0.344, 0.123], [-0.364, 0.888, -2.190], [0.606, -0.572, -2.394], [-0.877, 0.384, 1.943], [-1.450, -1.322, 1.855], [-2.462, 0.065, 1.286]], "forces_ev_per_a": [[-0.5640, 0.0339, 0.0473], [0.6419, 0.2542, -1.2337], [0.4795, -0.1064, -0.7843], [0.7197, 1.2863, -0.7861], [-0.2058, -0.6606, 1.5128], [-0.1385, -0.0032, 0.1305], [-0.0895, 0.5177, 0.6415], [0.2543, -0.0997, 0.0565], [-0.0477, 0.0416, -0.0726], [-0.6024, -0.3531, 0.3940], [0.0452, -0.2327, 0.2764], [-0.2931, -0.2379, -0.3163], [-0.1997, -0.4400, 0.1341]], "mulliken_charge": [-0.50, 0.88, -1.16, -0.77, -0.12, 0.34, 0.39, 0.28, 0.32, 0.32, 0.37, 0.32, 0.32], "lumo_ev": -8.483, "homo_energy_ev": -16.1, "charge": 1}

---

{"formula": "C3H6NO5S", "method": "ωB97M-V with the def2-TZVPD basis set", "species": ["C", "C", "C", "N", "O", "O", "O", "O", "O", "S", "H", "H", "H", "H", "H", "H"], "positions_angstrom": [[-1.005, 0.178, 0.130], [0.383, -0.265, 0.522], [1.415, 0.368, -0.344], [1.899, 1.644, -0.067], [2.761, -1.658, -0.908], [2.277, 2.317, -0.995], [1.903, 2.071, 1.056], [2.939, -1.114, 1.442], [4.204, 0.213, -0.150], [3.038, -0.601, 0.070], [-1.000, 1.332, 0.107], [-1.677, -0.163, 1.078], [-1.312, -0.002, -0.828], [0.510, 0.067, 1.645], [0.594, -1.446, 0.598], [1.129, 0.257, -1.729]], "forces_ev_per_a": [[-0.4476, 2.0052, 4.8041], [0.2313, -1.3687, 2.5717], [0.8094, -3.0290, -3.4827], [-1.2383, 2.9340, -0.6157], [0.6686, 0.1675, 0.0237], [0.5715, 0.4348, -1.3613], [-0.0339, -0.0705, 2.0036], [-0.3948, 0.9644, -0.5697], [-0.1880, 0.6079, -0.3324], [-0.3325, -3.1090, -0.3718], [-0.0768, -1.4474, 0.5599], [0.8185, 0.7772, -2.8470], [-1.0945, -1.5088, -2.2711], [0.2059, -0.4973, -2.2708], [-0.7031, 2.7152, -0.6239], [1.2042, 0.4246, 4.7833]], "mulliken_charge": [-1.13, -0.46, -0.21, 1.00, -0.68, -0.63, -0.61, -0.64, -0.64, 1.12, 0.28, 0.25, 0.42, 0.29, 0.32, 0.32], "lumo_ev": 3.520, "homo_energy_ev": -5.5, "charge": -1}

---

In order of appearance, ΔE to the lowest compared entry with this formula, charge and spin = 0.805 2.816 4.586 eV.
In order of appearance, M = 1550.6 70.1 168.1 g mol⁻¹.